(1)
The following is a DFT calculation (ωB97M-V with the def2-TZVPD basis set) of a 5-piece molecular cluster, C15H8Cl16O4S overall in a non-equilibrium geometry.

The geometry in ORCA input format:
```
! wB97M-V def2-TZVPD RIJCOSX def2/J DEFGRID3
* xyz 0 1
O 0.5579 1.1147 -0.8102
C 0.4683 0.4884 0.2218
C 0.3380 1.1530 1.5904
C -0.4262 0.6076 2.5307
C -1.1630 -0.6749 2.1810
O -2.2810 -0.9245 2.5684
C -0.3697 -1.6057 1.2590
C -0.4093 -2.9904 1.3855
C 0.3826 -3.7783 0.5414
C 0.3433 -5.2903 0.7747
S 0.9413 -5.5820 2.4917
O 1.9797 -4.6122 2.7158
O 1.3653 -6.9456 2.6461
C 1.1692 -3.2095 -0.4480
C 1.2039 -1.8217 -0.5835
C 0.4508 -1.0344 0.2696
H 0.9241 2.0822 1.8192
H -0.5028 1.0529 3.5244
H -1.0069 -3.4676 2.1643
H 0.9788 -5.8494 0.0826
H -0.7146 -5.5962 0.7785
H -0.1009 -5.3254 3.3534
H 1.7894 -3.8377 -1.0905
H 1.8210 -1.3216 -1.3517
C -4.2298 -2.5643 -0.3095
Cl -4.9408 -0.9726 -0.0215
Cl -4.9614 -3.7463 0.7861
Cl -4.5287 -3.0514 -1.9881
Cl -2.4770 -2.4919 -0.0040
C 2.1300 5.1757 0.6274
Cl 1.4035 3.5551 0.6389
Cl 1.6372 6.0507 2.0845
Cl 3.8923 5.0296 0.5943
Cl 1.5823 6.0580 -0.8028
C -1.2513 8.7501 -1.7617
Cl -2.1052 10.2415 -2.1781
Cl -2.1270 7.3630 -2.4226
Cl 0.3806 8.7950 -2.4449
Cl -1.1490 8.5993 -0.0026
C 1.7986 0.1185 -4.2839
Cl 2.7390 -0.1742 -2.8083
Cl 2.9035 0.4015 -5.6355
Cl 0.7962 -1.2993 -4.6247
Cl 0.7678 1.5311 -4.0576
*
```

Output
SMILES   O=C1C=CC(=O)c2cc(C[SH](=O)=O)ccc21.ClC(Cl)(Cl)Cl.ClC(Cl)(Cl)Cl.ClC(Cl)(Cl)Cl.ClC(Cl)(Cl)Cl
Relative energy (zero: lowest compared OMol25 entry of this formula, charge and spin)   0.000 eV
Largest force on an atom   2.5 eV Å⁻¹
HOMO-LUMO gap   8.83 eV



(2)
The following is a DFT calculation (ωB97M-V with the def2-TZVPD basis set) of C15H8F8N3O3RuS3Se as an isolated structure.

The geometry in ORCA input format:
```
! wB97M-V def2-TZVPD RIJCOSX def2/J DEFGRID3
* xyz 0 2
Ru -0.0664 0.3875 -0.4482
C 1.4230 4.2575 2.7223
S 2.3799 4.1038 1.2022
C 1.7491 2.6545 0.4803
S 0.5392 1.6770 1.3150
N 2.2466 2.3513 -0.6721
N 1.7348 1.1565 -1.1100
C 2.4461 0.4229 -1.8769
C 1.9677 -0.9456 -1.9981
C 2.5746 -1.9325 -2.7456
C 2.0682 -3.2223 -2.6798
C 0.9836 -3.4885 -1.8632
C 0.4110 -2.4565 -1.1420
N 0.8995 -1.2153 -1.2063
H 1.7826 5.1764 3.1822
H 1.6089 3.4245 3.3951
H 0.3609 4.3512 2.5127
H 3.3959 0.7604 -2.2738
H 3.4183 -1.6847 -3.3734
H 2.5158 -4.0114 -3.2683
H 0.5549 -4.4773 -1.7969
H -0.4606 -2.5929 -0.5212
F -2.8010 -0.2017 -5.4200
C -2.4523 0.5285 -4.3625
F -2.0501 1.7260 -4.7824
F -3.5142 0.6839 -3.5760
S -1.1051 -0.3294 -3.4551
O 0.0024 -0.3979 -4.3632
O -0.8828 0.6597 -2.3503
O -1.6693 -1.5639 -2.9833
F -1.1773 -0.7383 6.3314
C -1.4162 -0.6174 5.0278
C -0.6649 -1.3355 4.1144
F 0.3008 -2.1507 4.5420
C -0.9262 -1.2010 2.7645
F -0.1683 -1.9150 1.9154
C -1.9154 -0.3599 2.2773
Se -2.2661 -0.1533 0.4068
C -2.6530 0.3447 3.2185
F -3.6205 1.1762 2.8292
C -2.4158 0.2257 4.5775
F -3.1385 0.9226 5.4540
*
```

Output
Relative energy (zero: lowest compared OMol25 entry of this formula, charge and spin)   0.000 eV
Largest force on an atom   0.2 eV Å⁻¹
HOMO-LUMO gap (alpha / beta)   6.59 / 6.14 eV



(3)
The following is a DFT calculation (ωB97M-V with the def2-TZVPD basis set) of C15H9AuCl2N2O as an isolated structure.

The geometry in ORCA input format:
```
! wB97M-V def2-TZVPD RIJCOSX def2/J DEFGRID3
* xyz -2 1
Au -0.0196 0.3187 -0.7178
Cl -4.3762 -2.2787 -1.3886
C -4.0479 -1.1399 -0.1054
C -5.1283 -0.6419 0.6157
C -4.9151 0.2732 1.6173
Cl -6.3164 0.9126 2.4691
C -3.6170 0.6994 1.9629
C -3.3217 1.6261 2.9836
C -2.0053 1.9289 3.2376
C -0.9993 1.2896 2.5124
N -1.2375 0.4246 1.5490
C -2.5218 0.1516 1.2392
C -2.7096 -0.7445 0.1066
O -1.7485 -1.1331 -0.6210
H -6.1310 -0.9649 0.3749
H -4.1204 2.0769 3.5561
H -1.7473 2.6429 4.0107
H 0.0493 1.4792 2.7182
N 1.2719 1.5976 -1.4803
C 2.5699 1.5872 -1.3543
C 3.3665 0.6943 -0.5223
C 4.7386 0.7692 -0.4475
C 5.4768 1.7178 -1.1710
C 4.7533 2.6032 -1.9857
C 3.3824 2.5566 -2.0785
H 2.8236 -0.0546 0.0471
H 5.2699 0.0665 0.1947
H 6.5602 1.7592 -1.1078
H 5.2988 3.3498 -2.5635
H 2.8520 3.2533 -2.7208
*
```

Output
Relative energy (zero: lowest compared OMol25 entry of this formula, charge and spin)   0.061 eV
Largest force on an atom   0.9 eV Å⁻¹
HOMO-LUMO gap   3.07 eV



(4)
The following is a DFT calculation (ωB97M-V with the def2-TZVPD basis set) of C16F16 in the gas phase in a non-equilibrium geometry.

The geometry in ORCA input format:
```
! wB97M-V def2-TZVPD RIJCOSX def2/J DEFGRID3
* xyz 0 1
F -3.0278 -1.9403 1.8166
F -2.3243 -0.4544 3.4077
F -4.0055 0.1782 0.3518
F -3.2036 1.6144 1.8570
F 0.0742 -3.4091 2.1323
F 0.6849 -1.8739 3.7315
F -3.1447 1.9791 -2.0260
F -2.0923 3.4689 -0.7488
F 3.0322 -1.3420 2.4102
F 2.6434 -3.0963 1.0477
F -0.7866 1.8995 -3.6546
F 0.0808 3.4255 -2.2716
F 4.0404 0.0183 -0.5751
F 3.2297 -1.8046 -1.6542
F 2.8197 1.6117 -2.4914
F 1.9466 -0.2422 -3.4505
C -1.1428 -0.5120 1.2823
C -1.6890 0.4608 0.4968
C 0.1734 -1.1389 1.4456
C -1.2607 1.2139 -0.6358
C 1.3223 -1.0950 0.7681
C -0.1706 1.1908 -1.4119
C 1.6991 -0.4513 -0.4774
C 1.0624 0.4043 -1.3485
C -2.4283 -0.7253 2.0786
C -2.9704 0.4597 1.1998
C 0.6794 -2.2155 2.4001
C -1.9422 2.2912 -1.4648
C 2.0922 -2.0095 1.6763
C -0.6215 2.2679 -2.3601
C 2.9783 -0.5554 -1.2312
C 2.2510 0.3816 -2.3008
*
```

Output
SMILES   FC1(F)C2=C(C3=C(C4=C(C5=C2C(F)(F)C5(F)F)C(F)(F)C4(F)F)C(F)(F)C3(F)F)C1(F)F
Relative energy (zero: lowest compared OMol25 entry of this formula, charge and spin)   0.000 eV
Largest force on an atom   2.3 eV Å⁻¹
HOMO-LUMO gap   6.96 eV



(5)
The following is a DFT calculation (ωB97M-V with the def2-TZVPD basis set) of C16H10BrFeN2O5S as an isolated structure.

The geometry in ORCA input format:
```
! wB97M-V def2-TZVPD RIJCOSX def2/J DEFGRID3
* xyz -1 1
Fe -0.3075 -0.4910 -1.4516
Br 4.2378 -4.7056 2.3455
C 3.3751 -3.5320 1.1220
C 3.8178 -3.4706 -0.2067
C 3.2188 -2.6205 -1.0948
C 2.1141 -1.7872 -0.7374
O 1.6133 -1.0048 -1.6150
C 1.6933 -1.8718 0.6337
C 0.7272 -0.9584 1.1757
N -0.0092 -0.2195 0.4318
C -0.7561 0.8709 0.8831
C -1.3354 1.0533 2.1081
C -2.0189 2.2591 2.3799
C -2.1164 3.2507 1.4449
C -1.5528 3.0725 0.1575
C -1.6398 4.0220 -0.8866
C -1.0947 3.7311 -2.1021
C -0.4766 2.4765 -2.2962
N -0.3755 1.5737 -1.3542
C -0.8902 1.8693 -0.1228
C 2.3436 -2.7343 1.5332
H 4.6395 -4.1010 -0.5232
H 3.5550 -2.5688 -2.1223
H 0.7067 -0.8405 2.2605
H -1.3051 0.2669 2.8493
H -2.4811 2.3865 3.3504
H -2.6446 4.1711 1.6624
H -2.1476 4.9628 -0.7098
H -1.1456 4.4266 -2.9282
H -0.0736 2.2131 -3.2666
H 2.0124 -2.7575 2.5648
O -0.9779 -2.3115 -1.3734
S -2.4111 -1.8396 -1.0737
O -3.3824 -2.5356 -1.8790
O -2.2525 -0.3715 -1.5170
O -2.6602 -1.8842 0.3576
*
```

Output
Relative energy (zero: lowest compared OMol25 entry of this formula, charge and spin)   0.000 eV
Largest force on an atom   0.3 eV Å⁻¹
HOMO-LUMO gap (alpha / beta)   6.49 / 6.49 eV



(6)
The following is a DFT calculation (ωB97M-V with the def2-TZVPD basis set) of C16H10CdI2N2O5S5 as an isolated structure.

The geometry in ORCA input format:
```
! wB97M-V def2-TZVPD RIJCOSX def2/J DEFGRID3
* xyz -2 1
Cd -0.3118 -0.6969 1.5289
I -3.0551 3.5196 -0.3461
C -1.6133 3.4836 1.1550
C -1.4480 4.5993 1.9802
C -0.5038 4.6312 2.9729
I -0.3467 6.3507 4.1562
C 0.3447 3.5143 3.1807
C 1.3744 3.4336 4.1418
C 2.1394 2.3034 4.2359
C 1.8754 1.2281 3.3744
N 0.9287 1.2758 2.4699
C 0.1651 2.3807 2.3523
C -0.8443 2.3211 1.2942
O -0.9602 1.2839 0.5768
H -2.0907 5.4558 1.8239
H 1.5491 4.2742 4.8009
H 2.9313 2.2221 4.9682
H 2.4362 0.3039 3.4462
S -2.6797 -1.5668 1.3844
S -2.3164 -3.2989 2.4618
S -1.2894 -2.6699 4.1074
S 0.5822 -2.1152 3.3895
N -1.3992 -1.7784 -1.8964
C -1.2530 -2.4498 -3.1234
C -1.2434 -1.7552 -4.3306
C -1.0406 -2.4241 -5.5302
C -0.8445 -3.7953 -5.5516
C -0.8412 -4.4895 -4.3492
C -1.0338 -3.8282 -3.1465
S -0.6916 -4.6788 -7.1079
O -2.0275 -5.2139 -7.3500
O 0.3123 -5.7049 -6.8501
O -0.2798 -3.6626 -8.0704
H -1.6919 -0.8149 -1.9892
H -1.9851 -2.2315 -1.2038
H -1.3943 -0.6802 -4.3261
H -1.0286 -1.8855 -6.4689
H -0.6654 -5.5576 -4.3650
H -1.0148 -4.3774 -2.2111
O 1.4572 -2.3128 -1.0511
C 0.7251 -1.6536 -0.5063
*
```

Output
Relative energy (zero: lowest compared OMol25 entry of this formula, charge and spin)   0.000 eV
Largest force on an atom   0.4 eV Å⁻¹
HOMO-LUMO gap   6.03 eV



What is the largest force on an atom in the fourth record? 2.3 eV Å⁻¹



Which of these has the highest largest force on an atom? C15H8Cl16O4S